Entry 1:
Here is the molecule C22H27N5 from the Open Molecules 2025 dataset. Energies are from the ωB97M-V functional and the def2-TZVPD basis.

**SMILES**: CN1CCc2c(C#N)c(N3CCCCC3)nc(NCc3ccccc3)c2C1
**DFT total energy**: -1128.33362 hartree
**Highest occupied orbital energy**: -0.2800 Eh
**Frontier orbital gap**: 8.23 eV
**Net charge**: 0
**Energy relative to the best compared isomer or geometry (same formula, charge and spin)**: 7.0 kJ/mol

Atoms and positions in Å:
C1 -5.033 -1.509 -0.908
N1 -4.349 -1.759 0.344
C2 -2.956 -2.119 0.158
C3 -2.042 -0.942 -0.094
C4 -2.426 0.348 0.207
C5 -1.556 1.430 -0.062
C6 -2.068 2.704 0.212
N2 -2.589 3.704 0.454
C7 -0.284 1.151 -0.621
N3 0.066 -0.110 -0.886
C8 -0.752 -1.118 -0.639
N4 -0.293 -2.362 -0.969
H1 -0.725 -3.141 -0.498
C9 1.078 -2.537 -1.378
C10 2.111 -2.222 -0.319
C11 1.783 -2.119 1.025
C12 2.755 -1.823 1.965
C13 4.069 -1.638 1.575
C14 4.407 -1.748 0.237
C15 3.434 -2.034 -0.702
H2 3.699 -2.111 -1.747
H3 5.431 -1.605 -0.076
H4 4.826 -1.406 2.310
H5 2.483 -1.738 3.007
H6 0.761 -2.259 1.347
H7 1.199 -3.573 -1.711
H8 1.252 -1.881 -2.236
N5 0.635 2.089 -0.977
C16 1.918 1.648 -1.487
H9 1.784 0.682 -1.969
C17 2.942 1.543 -0.356
C18 3.074 2.890 0.350
C19 1.700 3.371 0.811
H10 1.768 4.367 1.249
C20 0.732 3.400 -0.376
H11 -0.246 3.750 -0.059
H12 1.109 4.089 -1.140
H13 1.309 2.690 1.571
H14 3.749 2.803 1.203
H15 3.499 3.623 -0.341
H16 3.904 1.224 -0.758
H17 2.602 0.784 0.350
H18 2.251 2.385 -2.226
C21 -3.779 0.625 0.801
C22 -4.452 -0.664 1.288
H19 -3.977 -0.995 2.217
H20 -5.509 -0.480 1.494
H21 -4.403 1.111 0.044
H22 -3.685 1.331 1.629
H23 -2.631 -2.649 1.066
H24 -2.901 -2.822 -0.679
H25 -4.549 -0.748 -1.536
H26 -6.051 -1.190 -0.694
H27 -5.076 -2.441 -1.472

Entry 2:
Here is a structure of composition C25H31GeO4Zr from the Open Molecules 2025 dataset. Energies are from the ωB97M-V functional and the def2-TZVPD basis.

**⟨S²⟩**: 0.780
**DFT total energy**: -3394.52018 hartree
**Highest occupied orbital energy (alpha / beta)**: -0.7084 / -0.7078 Eh
**Multiplicity**: 2
**Frontier orbital gap (alpha / beta)**: 5.13 / 4.99 eV
**Net charge**: +4

Atoms and positions in Å:
Zr1 0.065 -1.209 0.658
C1 1.351 -2.157 3.086
C2 2.190 -2.796 1.980
O1 1.453 -2.735 0.704
C3 0.849 -3.976 0.184
C4 -0.540 -4.176 0.771
O2 -1.285 -2.938 0.509
C5 -2.525 -2.789 1.270
C6 -2.823 -1.296 1.300
O3 -1.611 -0.567 1.723
C7 -1.412 -0.484 3.180
C8 0.028 -0.033 3.381
O4 0.905 -0.864 2.549
H1 1.976 -1.997 3.966
H2 0.491 -2.772 3.364
H3 2.452 -3.822 2.234
H4 3.112 -2.234 1.834
H5 1.492 -4.835 0.377
H6 0.789 -3.850 -0.900
H7 -0.508 -4.366 1.847
H8 -1.025 -5.023 0.282
H9 -2.391 -3.199 2.273
H10 -3.342 -3.328 0.787
H11 -3.654 -1.069 1.967
H12 -3.068 -0.921 0.304
H13 -1.605 -1.455 3.640
H14 -2.105 0.246 3.598
H15 0.312 -0.078 4.433
H16 0.164 0.990 3.028
C9 2.775 1.440 1.007
Ge1 1.236 0.969 -0.147
C10 1.854 0.607 -1.986
C11 1.584 -0.652 -2.527
C12 2.042 -0.984 -3.792
C13 2.756 -0.042 -4.523
C14 3.039 1.207 -3.986
C15 2.576 1.539 -2.717
C16 -0.036 2.510 -0.253
C17 0.291 3.689 0.432
C18 -0.527 4.807 0.383
C19 -1.672 4.798 -0.422
C20 -2.026 3.649 -1.153
C21 -3.149 3.658 -2.005
C22 -3.460 2.548 -2.787
C23 -2.667 1.411 -2.712
C24 -1.569 1.376 -1.856
C25 -1.213 2.481 -1.062
H17 3.299 2.294 0.573
H18 3.478 0.606 1.014
H19 2.517 1.688 2.037
H20 1.007 -1.393 -1.941
H21 1.862 -1.965 -4.212
H22 3.078 -0.279 -5.528
H23 3.616 1.929 -4.548
H24 2.784 2.523 -2.312
H25 1.205 3.738 1.011
H26 -0.269 5.691 0.952
H27 -2.274 5.695 -0.517
H28 -3.765 4.549 -2.059
H29 -4.304 2.577 -3.464
H30 -2.889 0.569 -3.356
H31 -0.917 0.501 -1.875

Entry 3:
Here is a cluster of 2 separate species, C3H7N2O in total from the Open Molecules 2025 dataset. Energies are from the ωB97M-V functional and the def2-TZVPD basis.

**DFT total energy**: -303.02941 hartree
**Highest occupied orbital energy**: -0.4998 Eh
**Frontier orbital gap**: 10.19 eV
**Net charge**: +1
**Energy relative to the best compared isomer or geometry (same formula, charge and spin)**: 27.9 kJ/mol

Atoms and positions in Å:
O1 -4.466 -1.073 3.143
H1 -4.840 -0.519 3.865
H2 -5.092 -1.828 3.060
C1 0.529 0.856 -1.557
C2 1.829 0.871 -1.989
C3 1.752 -0.283 -0.089
N1 0.519 0.138 -0.387
N2 2.553 0.162 -1.063
H3 -0.373 1.293 -1.986
H4 2.285 1.325 -2.869
H5 2.048 -0.873 0.778
H6 -0.317 -0.058 0.193
H7 3.573 -0.011 -1.100

Entry 4:
Here is a cluster of 2 separate species, C40H48NO2S in total from the Open Molecules 2025 dataset. Energies are from the ωB97M-V functional and the def2-TZVPD basis.

**DFT total energy**: -2156.05469 hartree
**Highest occupied orbital energy**: -0.3610 Eh
**Frontier orbital gap**: 4.56 eV
**Net charge**: +1
**Energy relative to the best compared isomer or geometry (same formula, charge and spin)**: 0.0 kJ/mol

Atoms and positions in Å:
C1 4.178 -6.877 3.598
C2 3.894 -5.977 2.436
C3 4.908 -5.206 1.869
C4 4.686 -4.406 0.749
C5 5.904 -3.681 0.244
C6 3.395 -4.324 0.186
C7 3.086 -3.470 -1.047
C8 3.774 -4.045 -2.296
C9 3.396 -1.951 -0.883
C10 2.466 -1.101 -0.100
C11 2.881 0.048 0.606
C12 2.174 0.446 1.800
C13 1.201 -0.471 2.457
C14 2.386 1.690 2.374
C15 3.413 2.532 1.941
C16 3.691 3.840 2.614
C17 4.178 2.118 0.847
C18 3.975 0.908 0.199
C19 4.913 0.588 -0.918
C20 2.380 -5.129 0.736
C21 1.005 -5.181 0.123
C22 2.624 -5.902 1.867
H1 3.263 -7.381 3.923
H2 4.915 -7.648 3.336
H3 4.585 -6.313 4.446
H4 5.913 -5.236 2.297
H5 5.828 -3.289 -0.773
H6 6.169 -2.845 0.913
H7 6.771 -4.364 0.253
H8 2.012 -3.532 -1.252
H9 3.407 -5.062 -2.474
H10 3.544 -3.452 -3.189
H11 4.860 -4.094 -2.180
H12 4.380 -1.844 -0.408
H13 3.484 -1.553 -1.912
H14 1.406 -1.370 -0.119
H15 0.897 -0.087 3.441
H16 0.288 -0.546 1.859
H17 1.598 -1.491 2.564
H18 1.753 2.009 3.202
H19 4.524 4.352 2.121
H20 2.816 4.505 2.625
H21 3.985 3.682 3.658
H22 4.969 2.784 0.491
H23 5.372 1.516 -1.285
H24 5.734 -0.074 -0.594
H25 4.405 0.128 -1.768
H26 0.378 -5.896 0.672
H27 0.492 -4.208 0.163
H28 1.024 -5.507 -0.927
H29 1.803 -6.476 2.299
C23 -2.829 -1.848 0.602
C24 -1.681 -0.891 0.249
C25 -2.089 0.427 -0.254
C26 -3.061 1.157 -0.521
N1 -4.098 1.938 -0.750
C27 -4.262 3.142 0.055
C28 -2.882 3.675 0.357
C29 -2.402 3.706 1.670
C30 -1.049 3.981 1.909
C31 -0.188 4.256 0.843
C32 -0.700 4.336 -0.458
C33 -2.049 4.055 -0.700
S1 -5.602 1.060 -1.581
C34 -6.434 2.435 -2.365
C35 -7.606 2.941 -1.791
C36 -8.210 4.068 -2.346
C37 -7.668 4.683 -3.479
C38 -8.291 5.946 -4.010
C39 -6.536 4.123 -4.083
C40 -5.931 2.987 -3.547
O1 -4.911 0.207 -2.511
O2 -6.428 0.522 -0.530
H30 -2.430 -2.769 1.041
H31 -3.493 -1.371 1.333
H32 -3.411 -2.097 -0.292
H33 -1.109 -0.729 1.166
H34 -1.001 -1.342 -0.490
H35 -4.871 3.855 -0.509
H36 -4.787 2.900 0.988
H37 -3.088 3.481 2.490
H38 -0.671 3.977 2.933
H39 0.879 4.408 1.017
H40 -0.053 4.614 -1.290
H41 -2.460 4.090 -1.712
H42 -8.026 2.466 -0.906
H43 -9.107 4.488 -1.881
H44 -7.721 6.332 -4.861
H45 -9.327 5.781 -4.335
H46 -8.315 6.720 -3.231
H47 -6.120 4.598 -4.976
H48 -5.066 2.536 -4.029

Entry 5:
Here is a cluster of 2 separate species, C19H20F in total from the Open Molecules 2025 dataset. Energies are from the ωB97M-V functional and the def2-TZVPD basis.

**DFT total energy**: -835.56884 hartree
**Highest occupied orbital energy**: -0.4444 Eh
**Frontier orbital gap**: 6.01 eV
**Net charge**: +1
**Energy relative to the best compared isomer or geometry (same formula, charge and spin)**: 0.0 kJ/mol

Atoms and positions in Å:
C1 -3.650 1.081 -1.718
C2 -3.657 -0.478 -1.734
C3 -2.268 -0.922 -1.208
C4 -1.375 0.285 -1.341
C5 -0.137 0.283 -1.808
C6 -2.255 1.500 -1.187
H1 -3.812 1.481 -2.728
H2 -4.462 1.486 -1.101
H3 -4.476 -0.888 -1.128
H4 -3.820 -0.855 -2.753
H5 -2.326 -1.208 -0.150
H6 -1.853 -1.779 -1.753
H7 0.384 1.197 -2.019
H8 0.374 -0.633 -2.034
H9 -1.831 2.362 -1.718
H10 -2.310 1.768 -0.124
F1 -0.153 -3.964 1.843
C7 -0.342 -2.633 2.031
C8 -1.446 -2.183 2.739
C9 -1.654 -0.828 2.922
C10 -0.758 0.077 2.411
C11 0.388 -0.338 1.692
C12 1.244 0.685 1.204
C13 2.480 0.678 0.506
C14 3.004 1.935 0.131
C15 4.187 2.045 -0.553
C16 4.896 0.906 -0.892
C17 4.423 -0.343 -0.529
C18 3.241 -0.461 0.163
C19 0.556 -1.725 1.512
H11 -2.139 -2.903 3.135
H12 -2.517 -0.482 3.469
H13 -0.921 1.130 2.560
H14 0.867 1.677 1.397
H15 2.458 2.823 0.402
H16 4.562 3.018 -0.825
H17 5.819 0.996 -1.439
H18 4.988 -1.225 -0.787
H19 2.927 -1.438 0.470
H20 1.367 -2.124 0.941